Record 1
46
Properties=species:S:1:pos:R:3:mulliken_charge:R:1 method="wB97M-V/def2-TZVPD" total_charge=+1 multiplicity=1 lumo_ev=-4.31
C -3.648 -5.944 -3.677 -1.2887
C -3.150 -4.626 -3.124 0.3668
C -2.286 -4.610 -1.841 -1.0017
C -1.902 -3.171 -1.840 -0.1926
N -1.913 -2.701 -3.034 0.1036
C -2.304 -3.716 -4.026 -0.8132
I -0.559 -4.606 -4.866 0.2027
H -2.951 -6.381 -4.392 0.2988
H -3.823 -6.661 -2.877 0.3540
H -4.598 -5.797 -4.188 0.3735
H -3.992 -3.972 -2.865 0.3233
H -1.367 -5.198 -1.943 0.3198
H -2.839 -4.869 -0.941 0.4193
H -1.643 -2.550 -0.990 0.7779
H -1.665 -1.746 -3.271 0.2599
H -2.857 -3.304 -4.863 0.5314
C 1.641 -1.212 0.579 -0.5732
C 1.642 0.311 0.774 -0.5372
C 0.183 0.756 0.904 -0.5244
S -0.702 -0.640 1.605 1.2032
O -1.672 -1.124 0.634 -0.7317
O -1.142 -0.345 2.939 -0.6878
C 0.690 -1.768 1.636 -0.7597
H 2.638 -1.634 0.682 0.3656
H 1.275 -1.462 -0.422 0.2243
H 2.190 0.565 1.680 0.2202
H 2.129 0.831 -0.046 0.4387
H 0.056 1.604 1.572 0.2187
H -0.270 0.980 -0.060 0.3473
H 0.331 -2.777 1.445 0.4065
H 1.122 -1.712 2.634 0.3670
C 1.313 6.029 1.552 -0.5399
C 1.326 5.719 3.055 -0.6519
C 1.969 4.339 3.232 -0.4897
S 3.104 4.139 1.848 1.0655
O 2.642 3.048 1.015 -0.5625
O 4.464 4.144 2.313 -0.6906
C 2.708 5.686 1.041 -0.7342
H 1.065 7.070 1.354 0.3452
H 0.570 5.406 1.048 0.2823
H 1.920 6.471 3.578 0.3050
H 0.325 5.738 3.482 0.3386
H 2.542 4.244 4.151 0.3774
H 1.238 3.535 3.171 0.1938
H 2.774 5.545 -0.035 0.3903
H 3.449 6.415 1.369 0.3583



Record 2
17
Properties=species:S:1:pos:R:3:mulliken_charge:R:1 method="wB97M-V/def2-TZVPD" total_charge=0 e_above_lowest_kcal_mol=2.4 multiplicity=1 lumo_ev=0.48
C 0.218 -2.085 1.102 -1.1896
C -0.187 -0.843 -0.193 0.6299
N 0.564 -1.308 -1.328 -0.5935
C -1.613 -1.054 -0.314 0.1767
N -2.722 -1.284 -0.476 -0.4950
C 0.103 0.580 0.080 0.3096
N 0.624 1.329 -0.831 -0.4541
C 0.636 2.630 -0.478 -0.5473
C 0.097 2.901 0.740 -0.1843
S -0.447 1.450 1.492 -0.0949
H 1.293 -2.057 1.185 0.3671
H -0.155 -3.020 0.717 0.3631
H -0.282 -1.773 2.008 0.3186
H 0.123 -2.104 -1.775 0.2557
H 0.722 -0.558 -1.992 0.2911
H 1.047 3.347 -1.164 0.4154
H -0.020 3.847 1.228 0.4315



Record 3
10
Properties=species:S:1:pos:R:3:mulliken_charge:R:1 method="wB97M-V/def2-TZVPD" total_charge=0 e_above_lowest_kcal_mol=66.7 multiplicity=1 lumo_ev=-0.53
N -1.550 -0.924 0.146 -0.5265
N -0.398 -0.312 -0.403 0.1852
C -0.067 1.059 -0.085 0.0717
N 1.172 1.237 0.126 -0.3870
C 1.791 -0.017 0.163 0.2617
S 3.386 -0.434 -0.063 -0.2978
O 0.841 -0.962 0.122 -0.1916
H -2.153 -0.297 0.838 0.2720
H -2.111 -1.158 -0.633 0.2780
H -0.910 1.807 -0.211 0.3342



Record 4
12
Properties=species:S:1:pos:R:3:mulliken_charge:R:1 method="wB97M-V/def2-TZVPD" total_charge=0 e_above_lowest_kcal_mol=24.2 multiplicity=1 lumo_ev=-0.06
O 0.273 -1.444 0.326 -0.7728
H 0.074 -2.026 -0.441 0.3514
H 1.176 -1.103 0.141 0.3265
O 2.265 2.525 -0.178 -0.6078
H 1.496 2.104 -0.542 0.3665
H 2.788 1.770 0.074 0.2807
O -0.295 1.356 -0.684 -0.6525
H -0.058 0.434 -0.593 0.3532
H -1.214 1.386 -0.887 0.2978
O -2.247 -2.006 1.012 -0.6652
H -2.911 -1.336 0.901 0.3004
H -1.351 -1.658 0.869 0.4218



Record 5
60
Properties=species:S:1:pos:R:3:mulliken_charge:R:1 method="wB97M-V/def2-TZVPD" total_charge=0 e_above_lowest_kcal_mol=0.0 multiplicity=1 lumo_ev=-1.00
C 1.642 3.589 2.649 -0.7264
O 0.339 3.871 2.210 -0.4192
C 0.201 3.623 0.821 -0.2760
C -1.244 3.266 0.508 -1.0199
C -1.437 1.751 0.538 -0.1153
C -1.449 1.132 -0.862 -1.1013
C -0.250 1.489 -1.729 -0.5130
C 0.946 0.517 -1.564 0.3219
C 1.116 -0.267 -2.811 0.5453
C 1.965 -0.130 -3.808 0.5051
C 3.061 0.780 -4.038 -0.7004
I 4.941 -0.150 -3.690 0.0885
C 3.042 2.028 -4.448 0.4469
C 4.241 2.886 -4.612 -1.5513
I 1.249 2.968 -5.026 0.0560
C 1.678 -1.240 -4.790 0.2636
O 2.215 -1.499 -5.839 -0.5561
O 0.636 -1.969 -4.273 -0.3524
C 0.236 -1.449 -3.075 -0.3026
O -0.646 -1.901 -2.392 -0.4654
H 2.391 4.045 2.009 0.3382
H 1.722 3.964 3.655 0.2823
H 1.838 2.517 2.665 0.2247
H 0.526 4.504 0.270 0.4509
H 0.844 2.792 0.547 0.1705
H -1.883 3.774 1.213 0.4553
H -1.442 3.648 -0.486 0.3761
H -0.669 1.268 1.122 -0.0829
H -2.409 1.542 0.965 0.4533
H -2.321 1.548 -1.357 0.4578
H -1.615 0.064 -0.815 0.2110
H -0.580 1.443 -2.753 0.5771
H 0.102 2.496 -1.573 0.3715
H 1.859 1.017 -1.279 0.6730
H 0.721 -0.199 -0.786 -0.2735
H 3.972 3.927 -4.596 0.4482
H 4.735 2.634 -5.537 0.3304
H 4.939 2.727 -3.806 0.4264
C 0.340 -1.445 1.979 -1.3400
C -0.671 -1.944 2.999 -0.5937
N -1.979 -2.177 2.421 0.2875
C -3.020 -2.374 3.414 -0.7003
C -2.931 -3.609 4.320 -1.0048
C -2.012 -3.071 1.276 -0.1221
C -1.461 -4.493 1.453 -1.2309
H -0.037 -0.560 1.468 0.1949
H 1.273 -1.178 2.478 0.4676
H 0.576 -2.204 1.231 0.3682
H -0.774 -1.180 3.774 0.4730
H -0.261 -2.838 3.496 0.2772
H -3.988 -2.378 2.906 0.3711
H -3.036 -1.486 4.053 0.4073
H -3.192 -4.523 3.790 0.2254
H -3.636 -3.507 5.147 0.4114
H -1.938 -3.731 4.753 0.2745
H -1.463 -2.596 0.459 -0.2465
H -3.041 -3.130 0.914 0.4685
H -0.508 -4.502 1.984 0.2589
H -1.293 -4.942 0.473 0.4359
H -2.157 -5.139 1.986 0.2985



Record 6
88
Properties=species:S:1:pos:R:3:mulliken_charge:R:1 method="wB97M-V/def2-TZVPD" total_charge=0 e_above_lowest_kcal_mol=18.0 multiplicity=6 lumo_ev="-0.39 / -2.80"
Ru 0.117 0.355 -1.442 0.6042
Cl -2.455 -0.801 -8.008 -0.2444
C -1.572 -0.282 -6.595 0.3156
C -1.079 1.023 -6.539 -0.7244
C -0.387 1.423 -5.410 -0.2281
C -0.172 0.566 -4.336 0.5683
O 0.503 1.022 -3.268 -0.9270
C -0.660 -0.769 -4.396 0.2720
C -0.416 -1.732 -3.402 -0.8027
N 0.236 -1.488 -2.191 0.4043
C 0.690 -2.580 -1.452 0.2142
C 0.067 -3.803 -1.447 -0.0385
C 0.644 -4.920 -0.802 -1.3423
C 1.848 -4.826 -0.175 -0.6559
C 2.522 -3.579 -0.150 1.0500
C 3.783 -3.406 0.457 -0.6055
C 4.373 -2.177 0.457 -1.0594
C 3.680 -1.097 -0.127 -0.2243
N 2.514 -1.217 -0.706 -0.2893
C 1.937 -2.445 -0.754 0.0624
C -1.370 -1.159 -5.565 -1.3269
H -1.241 1.703 -7.364 0.4238
H 0.007 2.429 -5.330 0.4692
H -0.671 -2.760 -3.627 0.3761
H -0.879 -3.910 -1.964 0.4964
H 0.115 -5.866 -0.809 0.3863
H 2.300 -5.686 0.305 0.4679
H 4.269 -4.257 0.922 0.4669
H 5.343 -2.015 0.909 0.4250
H 4.109 -0.099 -0.109 0.5932
H -1.749 -2.172 -5.638 0.4324
O -1.212 3.942 0.202 -0.6361
C -1.173 3.115 -0.681 -0.0567
O -0.219 2.231 -0.789 -0.6580
C -2.243 3.145 -1.757 0.2887
C -2.722 4.401 -2.089 -0.7644
C -3.719 4.568 -3.043 -0.5095
C -4.289 3.463 -3.665 -0.7208
C -3.860 2.200 -3.326 -0.7870
C -2.821 2.014 -2.384 1.3164
S -2.389 0.381 -2.097 -0.0414
H -2.295 5.254 -1.579 0.5035
H -4.064 5.565 -3.289 0.4148
H -5.073 3.588 -4.400 0.4122
H -4.296 1.325 -3.790 0.5275
F 0.977 -5.037 5.191 -0.2732
C 1.016 -5.173 3.855 0.7948
F 2.213 -5.717 3.558 -0.2556
F 0.078 -6.068 3.518 -0.2940
C 0.829 -3.856 3.158 0.5153
C -0.309 -3.599 2.409 -1.3471
C -0.443 -2.376 1.774 -0.2814
C 0.543 -1.395 1.891 1.3008
C 1.685 -1.677 2.632 -0.2880
C 1.825 -2.901 3.269 -1.6084
P 0.271 0.170 0.964 1.7085
C 1.653 1.244 1.503 0.4719
C 1.977 1.395 2.852 -0.3222
C 3.025 2.208 3.248 -1.3111
C 3.768 2.882 2.292 0.1517
C 3.474 2.735 0.947 -0.5942
C 2.424 1.917 0.559 -0.9945
C 4.910 3.747 2.751 0.6930
F 5.883 3.006 3.315 -0.2622
F 4.512 4.633 3.678 -0.2604
F 5.465 4.435 1.746 -0.2818
C -1.250 0.812 1.780 1.3098
C -1.260 1.797 2.764 -0.4188
C -2.452 2.207 3.339 -1.1327
C -3.649 1.642 2.931 0.1913
C -3.662 0.677 1.939 -1.4409
C -2.466 0.274 1.365 -0.7633
C -4.926 2.062 3.601 0.8209
F -5.083 1.441 4.786 -0.2561
F -4.950 3.381 3.848 -0.2698
F -6.006 1.772 2.859 -0.2789
H -1.072 -4.357 2.302 0.4843
H -1.319 -2.196 1.163 0.3101
H 2.492 -0.961 2.694 0.5661
H 2.723 -3.119 3.834 0.4023
H 1.418 0.862 3.611 0.7629
H 3.264 2.317 4.298 0.4282
H 4.056 3.260 0.202 0.5354
H 2.219 1.812 -0.498 0.7134
H -0.349 2.298 3.052 0.4927
H -2.452 2.989 4.088 0.4469
H -4.598 0.254 1.600 0.4926
H -2.488 -0.462 0.573 0.4935



> Among the records above, which one has the highest multiplicity?

C44H26ClF9N2O3PRuS



Please write out number 4 again, unchanged.
12
Properties=species:S:1:pos:R:3:mulliken_charge:R:1 method="wB97M-V/def2-TZVPD" total_charge=0 e_above_lowest_kcal_mol=24.2 multiplicity=1 lumo_ev=-0.06
O 0.273 -1.444 0.326 -0.7728
H 0.074 -2.026 -0.441 0.3514
H 1.176 -1.103 0.141 0.3265
O 2.265 2.525 -0.178 -0.6078
H 1.496 2.104 -0.542 0.3665
H 2.788 1.770 0.074 0.2807
O -0.295 1.356 -0.684 -0.6525
H -0.058 0.434 -0.593 0.3532
H -1.214 1.386 -0.887 0.2978
O -2.247 -2.006 1.012 -0.6652
H -2.911 -1.336 0.901 0.3004
H -1.351 -1.658 0.869 0.4218